47
Properties=species:S:1:pos:R:3:forces:R:3 method="wB97M-V/def2-TZVPD" smiles="C[C@H]1CC[C@@H]2[C@@H](C(=O)C3=C(O)[C@@H](C)NC3=O)[C@@H](C)C=C[C@@H]2C1" e_tot_ha=-981.37245 e_above_lowest_kcal_mol=44.3
C 0.7306 -2.0398 1.0172 0.76 0.16 -0.43
H 2.1330 -2.8322 -0.4397 0.26 0.18 -0.34
C 1.6189 5.4220 -1.0478 -0.78 0.23 0.39
H 0.5423 -5.6529 -1.3048 0.14 0.73 0.00
C -0.2004 -2.2430 -1.7931 -0.52 -0.40 0.83
H -0.7720 -3.8062 -0.3620 0.41 0.30 -0.34
O 2.2184 1.9591 1.7682 -0.58 -1.04 1.00
C 0.4786 3.2024 -0.9434 -3.37 -1.91 1.04
C 0.2180 -0.7740 0.2529 0.63 -0.51 0.79
C 0.5822 -4.6582 -1.8044 -0.33 -0.83 0.02
H 1.5288 -3.9856 0.6949 -0.04 -0.54 0.06
H -0.0816 -4.7619 -2.6644 0.14 0.07 -0.19
C -2.5240 0.3638 2.8945 0.96 1.02 -0.61
H 1.2056 5.6619 -2.0297 -0.05 0.56 0.27
C 1.2345 -3.1521 0.0738 -0.93 0.95 0.42
H -0.8424 -0.2008 -1.4770 -0.12 -0.13 -0.23
H -1.8460 0.8594 3.6101 -0.25 -0.29 -0.09
C 0.4431 2.3866 0.1704 0.65 1.03 -1.24
H -1.4216 3.0246 -1.3671 -0.14 -0.52 0.86
C -1.7055 -0.4872 1.8920 -0.60 0.81 0.64
H 2.5651 5.9093 -0.8641 0.35 0.07 -0.33
H -0.9265 -2.4995 -2.5868 0.21 0.05 0.36
H 0.9682 5.7440 -0.2113 0.05 -0.13 -0.62
H 2.2816 3.6344 -1.9496 0.26 -0.25 -0.13
H 1.6072 -4.4972 -2.1381 0.01 -0.04 -0.22
C 1.7739 3.9244 -1.0327 0.95 0.01 -0.01
C -0.6707 1.5480 0.5639 -1.06 -0.47 0.55
N 2.4788 3.4455 0.1757 -0.69 1.10 -1.75
H 1.1462 -0.2828 -0.1286 -0.75 -0.21 -0.14
H -2.8779 -1.8648 -1.0807 0.27 0.05 -0.01
H 0.2756 0.3442 2.0684 0.08 0.28 -0.02
O -1.7802 1.9603 0.2583 -0.47 -0.35 -0.18
H -3.2256 -0.2533 3.4204 -0.30 -0.41 0.36
H -0.0719 -2.4591 1.6030 -0.33 -0.17 0.23
H -1.3374 -1.2397 2.6019 0.24 -0.35 -0.63
C -2.1610 -1.4235 -0.3853 -1.02 0.44 1.82
H 3.4709 3.2640 0.2331 -0.09 0.33 -0.23
C 1.7190 2.5370 0.8276 1.45 -0.84 0.87
O -0.6086 3.3062 -1.7953 3.05 1.19 0.01
C -0.7725 -1.1265 -0.8872 0.64 0.35 -0.08
C 0.1378 -3.5004 -0.9285 -0.07 -0.03 -0.28
H -3.0770 1.1536 2.4006 -0.14 0.16 -0.18
H 0.6953 -1.8737 -2.2961 0.15 -0.07 0.03
H 1.5638 -1.8148 1.7219 -0.64 0.34 -0.38
C -2.6205 -1.0946 0.8593 1.69 -0.74 -1.81
C -0.4557 0.2012 1.2698 -0.04 -0.22 -0.09
H -3.6387 -1.3281 1.1401 -0.07 0.05 0.01